# 1
Molecular formula: C36H44N3PZn
Method: DFT, ωB97M-V with the def2-TZVPD basis set

Cartesian coordinates (Å):
Zn1 0.196 0.647 -0.509
P1 1.684 -2.897 1.191
N1 0.787 0.489 -3.285
N2 3.877 1.060 -0.087
N3 -1.249 0.132 -3.529
C1 -0.029 1.356 1.561
C2 0.811 -0.269 3.386
C3 -2.848 -1.509 -2.770
C4 -0.226 0.160 -2.537
C5 -3.452 0.105 0.610
C6 1.142 -4.598 1.644
C7 4.972 0.421 0.163
C8 -4.849 0.343 -3.425
C9 -1.862 -1.713 2.654
C10 -2.081 0.345 1.114
C11 -0.709 0.710 -4.688
C12 0.574 1.030 -4.386
C13 3.162 0.713 -1.222
C14 -1.266 1.491 0.791
C15 5.590 -4.196 1.584
C16 -1.758 -2.461 -2.379
C17 -3.142 2.146 -3.873
C18 3.470 -3.024 1.582
C19 -0.146 0.176 2.351
C20 4.797 -0.974 -1.811
C21 4.256 -4.117 1.180
C22 -1.788 2.772 0.232
C23 2.069 1.503 -0.810
C24 1.010 2.413 1.753
C25 -1.373 -0.459 2.033
C26 -5.191 -0.957 -3.031
C27 1.750 -3.018 -0.644
C28 6.156 -3.182 2.363
C29 5.384 -2.072 2.728
C30 -3.534 0.738 -3.543
C31 4.052 -1.984 2.332
C32 -4.176 -1.853 -2.677
C33 -2.545 -0.222 -3.265
C34 5.465 -0.600 -0.662
C35 -6.620 -1.392 -3.014
C36 3.607 -0.305 -2.158
H1 3.824 -4.909 0.563
H2 -2.651 -2.171 2.045
H3 7.197 -3.249 2.681
H4 1.440 1.564 -4.778
H5 -1.168 0.794 -5.612
H6 5.206 -1.771 -2.457
H7 -1.051 -2.446 2.772
H8 1.938 2.555 -1.618
H9 0.753 -2.798 -1.052
H10 -2.384 3.340 0.968
H11 2.455 -2.279 -1.051
H12 -5.634 1.081 -3.653
H13 -4.075 2.701 -4.021
H14 -6.793 -2.112 -2.206
H15 0.335 -0.312 4.378
H16 -3.616 0.620 -0.346
H17 1.235 2.549 2.819
H18 -1.496 -2.355 -1.312
H19 -2.436 2.578 -0.634
H20 1.664 0.417 3.450
H21 5.437 0.777 1.075
H22 2.060 -4.028 -0.943
H23 1.573 -5.350 0.968
H24 3.454 -1.107 2.597
H25 -2.596 2.643 -3.056
H26 -6.896 -1.879 -3.961
H27 -4.431 -2.868 -2.329
H28 3.039 -0.540 -3.045
H29 -3.630 -0.966 0.438
H30 -0.966 3.422 -0.095
H31 6.190 -5.059 1.287
H32 -2.141 -3.485 -2.514
H33 -7.281 -0.530 -2.876
H34 0.673 3.377 1.349
H35 5.822 -1.270 3.323
H36 -2.553 2.239 -4.792
H37 1.446 -4.807 2.679
H38 6.398 -1.065 -0.330
H39 -4.218 0.459 1.320
H40 1.951 2.143 1.241
H41 1.198 -1.277 3.161
H42 -0.843 -2.359 -2.972
H43 0.045 -4.625 1.584
H44 -2.283 -1.524 3.653

Results
- Kohn-Sham gap (spin up / spin down) (eV) = 1.140 / 5.145
- F_max (eV Å⁻¹) = 9.840
- net charge = -2

=====

# 2
Molecular formula: C7H14OPSW
Method: DFT, ωB97M-V with the def2-TZVPD basis set

Cartesian coordinates (Å):
W1 0.350 -1.270 0.713
S1 1.867 1.473 2.234
P1 1.909 -2.240 -0.765
O1 1.582 -0.020 1.731
C1 3.536 1.185 2.879
C2 0.944 1.492 3.789
C3 -1.023 -0.186 -1.241
C4 -1.319 0.967 -2.088
C5 -2.636 1.288 -0.172
C6 -2.251 1.854 -1.467
C7 -1.903 -0.003 0.053
H1 3.879 2.014 3.509
H2 -0.030 1.942 3.575
H3 3.519 0.237 3.423
H4 2.232 -3.586 -0.363
H5 1.461 2.092 4.546
H6 -2.618 2.840 -1.851
H7 4.193 1.103 2.002
H8 3.230 -1.714 -0.798
H9 1.742 -2.482 -2.174
H10 -3.381 1.748 0.463
H11 -0.989 1.130 -3.137
H12 0.830 0.448 4.102
H13 -2.493 -0.801 0.411
H14 -1.003 -1.142 -1.749

Results
- Kohn-Sham gap (spin up / spin down) (eV) = 6.153 / 6.148
- 2S+1 = 3
- F_max (eV Å⁻¹) = 4.342
- net charge = +1
- energy relative to the best compared isomer or geometry (same formula, charge and spin) (kJ/mol) = 81.3

=====

# 3
Molecular formula: C28H26Cl2N4O12STi
Method: DFT, ωB97M-V with the def2-TZVPD basis set

Cartesian coordinates (Å):
Ti1 0.588 -0.131 -0.384
Cl1 4.951 -3.536 4.011
Cl2 2.198 1.093 4.056
S1 -0.203 5.574 -4.730
O1 4.206 -2.598 -4.678
O2 2.444 -0.136 -0.942
O3 0.597 5.440 -5.926
O4 -0.307 6.908 -4.173
O5 1.278 -3.030 -4.393
O6 1.014 0.001 1.490
O7 -0.936 0.868 -1.374
O8 -1.139 -1.187 0.312
O9 -1.419 1.324 1.148
O10 5.081 -0.915 -2.386
O11 0.451 -1.236 -1.998
O12 -1.480 4.851 -4.782
N1 1.491 -2.268 0.405
N2 1.120 1.990 -0.235
N3 -1.983 -2.130 2.164
N4 -2.619 2.133 -2.152
C1 3.499 -2.101 -3.858
C2 -1.824 -3.475 1.617
C3 1.211 2.896 -1.382
C4 2.688 -0.857 -2.014
C5 1.199 2.413 -2.681
C6 3.778 -2.489 3.283
C7 -2.581 -2.053 3.489
C8 -2.412 1.793 0.260
C9 -1.942 1.581 -1.174
C10 1.966 -2.307 -3.724
C11 0.799 5.119 -2.188
C12 1.089 4.256 -1.139
C13 -3.719 3.063 -1.898
C14 -1.795 0.324 2.058
C15 2.539 -0.415 3.288
C16 -2.235 1.953 -3.561
C17 1.908 -0.750 2.123
C18 0.639 4.617 -3.468
C19 2.196 -2.010 1.535
C20 -1.617 -1.070 1.456
C21 1.730 -3.388 -0.234
C22 3.484 -1.294 3.868
C23 0.933 3.283 -3.725
C24 3.379 -4.085 1.362
C25 1.604 -1.453 -2.586
C26 2.680 -4.329 0.214
C27 3.952 -1.205 -2.673
C28 3.138 -2.891 2.079
H1 0.863 2.916 -4.741
H2 1.137 4.631 -0.122
H3 3.981 -1.000 4.782
H4 -2.580 2.857 0.447
H5 -4.425 2.659 -1.172
H6 -1.814 2.877 -3.966
H7 -4.245 3.218 -2.835
H8 4.116 -4.788 1.725
H9 1.943 2.043 0.362
H10 -3.344 4.030 -1.562
H11 1.324 1.360 -2.890
H12 1.139 -3.573 -1.125
H13 -1.519 1.139 -3.632
H14 -3.137 1.701 -4.118
H15 -1.145 0.424 2.928
H16 0.350 2.319 0.342
H17 -3.650 -2.270 3.442
H18 -1.198 -4.063 2.288
H19 -1.360 -3.412 0.639
H20 -2.433 -1.077 3.939
H21 0.613 6.171 -2.017
H22 -2.103 -2.793 4.130
H23 -2.830 0.461 2.385
H24 -3.365 1.275 0.404
H25 -2.801 -3.952 1.531
H26 2.845 -5.228 -0.362

Results
- Kohn-Sham gap (eV) = 6.349
- F_max (eV Å⁻¹) = 0.554
- net charge = 0
- energy relative to the best compared isomer or geometry (same formula, charge and spin) (kJ/mol) = 66.6

=====

# 4
Molecular formula: C34H38CuN7O3S2
Method: DFT, ωB97M-V with the def2-TZVPD basis set

Cartesian coordinates (Å):
Cu1 -0.695 -0.954 -0.328
S1 -6.485 5.510 2.730
S2 -2.506 -2.372 -0.804
O1 -6.459 4.111 3.111
O2 -6.079 6.436 3.765
O3 -7.638 5.903 1.945
N1 -2.524 -1.509 -3.299
N2 -4.403 4.568 1.288
N3 -4.925 6.849 0.940
N4 0.963 -1.140 -1.557
N5 0.600 -1.683 1.050
N6 -1.473 0.865 -0.103
N7 -3.772 -0.234 -1.897
C1 -3.125 5.826 -0.251
C2 2.644 -2.566 2.747
C3 -5.894 1.627 1.234
C4 0.377 -1.926 2.340
C5 -4.474 0.325 -0.779
C6 2.303 -0.944 -3.531
C7 4.319 -4.382 3.054
C8 3.336 -3.302 5.069
C9 -1.129 1.903 -0.877
C10 -2.996 2.300 1.053
C11 -4.797 -0.359 0.384
C12 -3.403 4.652 0.420
C13 4.905 -2.009 3.633
C14 4.792 -1.558 -3.528
C15 -5.509 0.303 1.380
C16 -5.125 5.657 1.526
C17 4.751 -1.187 -5.011
C18 3.787 -3.061 3.628
C19 1.844 -1.861 0.576
C20 -4.874 1.650 -0.938
C21 2.047 -1.554 -0.880
C22 -2.668 3.368 0.228
C23 5.812 -0.653 -2.823
C24 5.223 -3.026 -3.402
C25 -5.575 2.301 0.063
C26 -2.993 -1.313 -2.034
C27 -3.942 6.911 0.055
C28 1.105 -0.838 -2.845
C29 2.869 -2.296 1.397
C30 -2.380 1.086 0.858
C31 3.431 -1.387 -2.859
C32 -1.694 3.160 -0.745
C33 3.276 -1.683 -1.505
C34 1.356 -2.363 3.215
H1 5.311 -1.838 2.634
H2 -4.622 2.182 -1.851
H3 4.712 -4.259 2.042
H4 -3.019 -1.127 -4.089
H5 -2.320 5.921 -0.968
H6 4.470 -0.141 -5.154
H7 4.536 -1.055 4.018
H8 -2.033 -2.375 -3.440
H9 2.335 -0.682 -4.578
H10 5.126 -4.762 3.685
H11 3.862 -2.431 0.990
H12 4.053 -1.821 -5.563
H13 2.554 -4.062 5.121
H14 -3.818 0.364 -2.708
H15 -0.376 1.712 -1.634
H16 5.743 -1.328 -5.442
H17 4.185 -3.656 5.655
H18 -5.766 -0.237 2.283
H19 -3.745 2.445 1.823
H20 1.094 -2.538 4.248
H21 5.506 0.394 -2.883
H22 -0.639 -1.760 2.681
H23 4.132 -2.021 -0.937
H24 5.327 -3.333 -2.359
H25 -2.636 0.232 1.473
H26 -5.874 3.333 -0.068
H27 -4.504 -1.387 0.517
H28 6.188 -3.172 -3.894
H29 -1.386 3.954 -1.412
H30 3.527 -5.134 3.020
H31 5.724 -2.342 4.276
H32 -3.794 7.868 -0.435
H33 6.789 -0.752 -3.304
H34 2.969 -2.384 5.533
H35 -6.439 2.133 2.020
H36 0.205 -0.496 -3.347
H37 5.929 -0.913 -1.769
H38 4.493 -3.685 -3.878

Results
- Kohn-Sham gap (eV) = 6.378
- F_max (eV Å⁻¹) = 0.849
- net charge = 0
- energy relative to the best compared isomer or geometry (same formula, charge and spin) (kJ/mol) = 19.5

=====

# 5
Molecular formula: C47H52MnN6O7S
Method: DFT, ωB97M-V with the def2-TZVPD basis set

Cartesian coordinates (Å):
Mn1 -1.413 0.197 0.083
S1 1.977 -0.333 0.630
O1 -1.775 0.793 -2.000
O2 -0.150 1.806 -0.916
O3 -2.769 3.292 2.732
O4 -0.950 -1.718 -0.431
O5 -1.632 -3.839 -0.604
O6 -3.175 -1.038 0.860
O7 1.508 -2.245 3.481
N1 -0.917 0.204 2.545
N2 1.893 2.031 -3.193
N3 2.893 1.999 1.595
N4 -0.382 -2.796 2.364
N5 -2.421 1.985 0.952
N6 3.333 0.139 2.856
C1 -0.197 4.195 -5.315
C2 1.697 -3.636 3.166
C3 -4.733 3.557 -1.494
C4 1.343 -1.625 -2.942
C5 0.822 -6.269 1.479
C6 1.361 -6.567 -0.835
C7 1.096 -0.289 -3.207
C8 -0.816 1.611 -1.965
C9 -0.130 -0.537 3.327
C10 -6.553 2.085 -2.029
C11 -5.064 1.552 -0.213
C12 -6.163 1.240 -1.000
C13 0.369 -4.064 2.500
C14 3.583 -1.096 -2.232
C15 1.170 -5.211 -1.042
C16 -4.344 2.714 -0.459
C17 0.645 -4.903 1.274
C18 2.091 0.654 -2.972
C19 -0.283 1.027 5.139
C20 -5.836 3.247 -2.276
C21 -1.829 -2.652 -0.386
C22 0.744 2.635 -3.717
C23 2.578 -2.028 -2.466
C24 2.770 0.662 1.719
C25 0.230 -0.140 4.617
C26 -1.399 1.342 3.068
C27 4.896 -1.566 -1.662
C28 -0.539 2.427 -3.194
C29 -2.227 2.190 2.185
C30 3.347 0.254 -2.489
C31 -3.971 -3.319 0.765
C32 -3.264 -2.218 0.001
C33 1.191 3.706 1.107
C34 1.192 -7.100 0.435
C35 4.588 0.625 3.418
C36 0.891 3.526 -4.782
C37 -1.133 1.784 4.353
C38 0.307 -1.905 2.928
C39 -1.630 3.067 -3.774
C40 -1.471 3.958 -4.822
C41 0.786 -4.369 -0.002
C42 -3.183 3.114 0.412
C43 5.785 0.347 2.517
C44 -3.598 3.870 1.692
C45 4.398 1.300 -2.231
C46 2.277 2.802 0.551
C47 -4.014 -1.786 -1.243
H1 1.880 3.684 -5.196
H2 -6.129 3.907 -3.082
H3 0.558 -2.352 -3.107
H4 -2.614 2.848 -3.377
H5 0.682 -6.682 2.473
H6 0.970 -3.306 -0.105
H7 0.388 3.102 1.533
H8 -7.408 1.835 -2.642
H9 4.711 0.141 4.387
H10 5.287 0.875 -1.772
H11 -4.941 -2.963 1.120
H12 5.899 -0.726 2.352
H13 -1.576 2.703 4.706
H14 -3.398 4.938 1.660
H15 -6.712 0.326 -0.813
H16 -3.529 -0.929 -1.713
H17 3.203 2.495 2.416
H18 3.217 -0.864 2.871
H19 4.872 -2.643 -1.502
H20 1.266 -4.805 -2.041
H21 0.897 -0.769 5.186
H22 -3.364 -3.643 1.614
H23 1.843 2.125 -0.179
H24 -4.161 4.457 -1.697
H25 2.538 -3.726 2.478
H26 1.650 -7.205 -1.661
H27 2.768 -3.073 -2.255
H28 4.017 2.078 -1.566
H29 4.724 1.790 -3.156
H30 4.517 1.693 3.629
H31 1.344 -8.158 0.611
H32 -2.330 4.454 -5.254
H33 1.913 -4.166 4.093
H34 5.737 -1.341 -2.321
H35 5.651 0.825 1.546
H36 0.126 0.005 -3.579
H37 0.768 4.312 0.305
H38 -4.749 0.872 0.569
H39 2.736 2.524 -3.436
H40 -2.859 -1.358 1.716
H41 -4.026 -2.611 -1.956
H42 -2.487 3.710 -0.187
H43 3.052 3.391 0.052
H44 1.574 4.378 1.881
H45 -4.115 -4.183 0.121
H46 -0.035 1.338 6.145
H47 -0.048 4.885 -6.137
H48 6.706 0.725 2.964
H49 -5.043 -1.519 -0.994
H50 -4.641 3.689 1.952
H51 5.093 -1.093 -0.696
H52 -0.225 -4.678 3.183

Results
- Kohn-Sham gap (spin up / spin down) (eV) = 6.439 / 6.416
- 2S+1 = 6
- F_max (eV Å⁻¹) = 1.977
- net charge = 0
- energy relative to the best compared isomer or geometry (same formula, charge and spin) (kJ/mol) = 46.8

=====

# 6
Molecular formula: C14H20Cl2O2
Method: DFT, ωB97M-V with the def2-TZVPD basis set

Cartesian coordinates (Å):
Cl1 1.889 2.088 1.853
Cl2 2.050 -0.765 3.103
O1 1.198 1.416 -1.442
O2 -0.835 -1.094 2.717
C1 -0.336 -0.455 1.790
C2 -1.701 1.901 -1.018
C3 1.457 -1.979 0.694
C4 1.185 -0.641 1.506
C5 -1.809 1.059 -2.317
C6 0.835 -3.240 1.412
C7 0.739 1.062 -0.362
C8 -3.103 2.100 -0.346
C9 1.698 0.634 0.752
C10 -1.270 3.373 -1.356
C11 0.996 -1.953 -0.779
C12 -1.173 0.373 0.995
C13 2.984 -2.287 0.687
C14 -0.722 1.138 -0.077
H1 -1.301 4.011 -0.492
H2 1.673 -1.326 -1.392
H3 -0.041 -1.579 -0.872
H4 -2.239 0.337 1.244
H5 2.672 0.448 0.323
H6 1.242 -3.411 2.403
H7 1.001 -2.939 -1.196
H8 -3.705 2.793 -0.952
H9 3.636 -1.436 0.456
H10 -0.246 3.459 -1.756
H11 1.035 -4.155 0.840
H12 -2.990 2.511 0.666
H13 -0.910 1.209 -2.946
H14 -2.705 1.305 -2.914
H15 -0.222 -3.146 1.544
H16 3.225 -3.076 -0.003
H17 -1.885 -0.013 -2.064
H18 3.269 -2.689 1.655
H19 -3.622 1.134 -0.259
H20 -1.967 3.834 -2.096

Results
- Kohn-Sham gap (eV) = 8.988
- SMILES string = CC(C)(C)C1=CC(=O)[C@@](Cl)(C(C)(C)C)[C@H](Cl)C1=O
- F_max (eV Å⁻¹) = 3.897
- net charge = 0
- energy relative to the best compared isomer or geometry (same formula, charge and spin) (kJ/mol) = 21.9

=====

# 7
Molecular formula: C14H11BrF3N5O5
Method: DFT, ωB97M-V with the def2-TZVPD basis set

Cartesian coordinates (Å):
Br1 4.207 1.919 1.533
F1 -4.632 0.511 0.534
F2 -4.367 0.980 2.612
F3 -3.176 1.981 1.128
O1 -3.183 -1.390 -0.871
O2 -3.174 -1.536 1.792
O3 0.006 -0.090 -1.812
O4 3.224 -0.931 2.311
O5 3.207 -2.568 0.913
N1 2.640 -0.792 -1.062
N2 -1.750 -0.216 0.398
N3 3.194 -1.394 1.187
N4 -0.543 0.355 0.680
N5 2.629 0.301 -1.786
C1 3.118 -0.454 0.126
C2 -2.116 -0.799 -0.779
C3 -1.643 0.103 2.720
C4 0.640 -0.274 -2.978
C5 0.734 1.197 2.566
C6 2.028 0.282 -3.096
C7 -0.132 -1.008 -3.838
C8 3.436 0.922 0.151
C9 -3.715 0.793 1.457
C10 -1.320 -1.295 -3.139
C11 -0.441 0.565 1.931
C12 -2.615 -0.299 1.601
C13 -1.182 -0.718 -1.898
C14 3.101 1.368 -1.112
H1 0.120 -1.305 -4.835
H2 0.433 1.752 3.450
H3 -2.043 0.882 3.368
H4 -3.592 -1.817 0.950
H5 2.019 1.305 -3.486
H6 1.220 1.865 1.862
H7 -2.165 -1.856 -3.480
H8 -1.404 -0.771 3.328
H9 1.454 0.437 2.876
H10 3.171 2.349 -1.535
H11 2.612 -0.353 -3.768

Results
- Kohn-Sham gap (eV) = 8.671
- SMILES string = CC1=NN(C(=O)c2ccc(Cn3cc(Br)c([N+](=O)[O-])n3)o2)[C@](O)(C(F)(F)F)C1
- F_max (eV Å⁻¹) = 2.035
- net charge = 0
- energy relative to the best compared isomer or geometry (same formula, charge and spin) (kJ/mol) = 0.0